{
  "formula": "C52H29I4MnN4O4",
  "method": "ωB97M-V/def2-TZVPD",
  "s_squared": 9.00,
  "gap_ev": [4.404, 5.566],
  "total_charge": -1,
  "multiplicity": 6,
  "lumo_ev": [1.858, 1.858],
  "elements": ["Mn", "I", "C", "C", "C", "C", "C", "C", "C", "C", "C", "C", "C", "C", "C", "C", "C", "C", "I", "C", "C", "C", "N", "C", "C", "C", "C", "C", "C", "I", "C", "C", "C", "C", "C", "C", "N", "C", "C", "C", "C", "C", "N", "C", "C", "C", "C", "I", "C", "C", "C", "C", "N", "H", "H", "H", "H", "H", "H", "H", "H", "H", "H", "H", "H", "H", "H", "H", "H", "H", "H", "H", "H", "H", "H", "H", "H", "O", "C", "O", "C", "C", "C", "C", "O", "C", "O", "C", "C", "H", "H", "H", "H", "H"],
  "positions_angstrom": [[-0.1906, 0.1061, -0.3038], [-6.5547, -6.3965, -3.7756], [-5.2271, -4.9226, -3.0558], [-3.9759, -5.2984, -2.6009], [-3.1011, -4.3203, -2.1476], [-3.4631, -2.9716, -2.1280], [-4.7346, -2.6307, -2.5922], [-5.6172, -3.5945, -3.0583], [-2.5328, -1.9412, -1.6061], [-1.8598, -1.1150, -2.4736], [-2.0145, -1.1147, -3.9050], [-1.0677, -0.2808, -4.4181], [-0.3165, 0.2457, -3.3215], [0.8769, 0.9720, -3.4275], [1.3033, 1.3975, -4.7810], [0.4885, 2.2356, -5.5461], [0.8762, 2.6677, -6.8051], [2.0980, 2.2573, -7.3102], [2.7187, 2.9371, -9.2116], [2.9209, 1.4107, -6.5897], [2.5167, 0.9835, -5.3333], [1.6885, 1.2913, -2.3293], [1.3382, 1.0829, -1.0063], [2.3424, 1.6236, -0.2277], [2.2519, 1.8808, 1.1354], [3.4448, 2.4122, 1.8451], [4.3899, 1.5182, 2.3457], [5.5114, 1.9646, 3.0301], [5.6861, 3.3258, 3.2082], [7.3838, 4.0181, 4.2583], [4.7696, 4.2388, 2.7182], [3.6510, 3.7747, 2.0384], [1.0390, 1.7804, 1.8589], [0.7371, 2.3761, 3.0963], [-0.6216, 2.1937, 3.3160], [-1.1204, 1.4460, 2.2373], [-0.1049, 1.2110, 1.3415], [-2.4533, 0.9274, 2.0803], [-2.7009, -0.1183, 1.2390], [-3.8734, -0.9802, 1.3052], [-3.6186, -2.0839, 0.6035], [-2.2989, -1.9139, -0.1127], [-1.7881, -0.6646, 0.3798], [-3.5611, 1.5362, 2.8543], [-3.6510, 1.4450, 4.2421], [-4.6968, 2.0403, 4.9332], [-5.6652, 2.7319, 4.2278], [-7.2904, 3.5955, 5.2667], [-5.6029, 2.8495, 2.8505], [-4.5488, 2.2519, 2.1746], [3.3782, 2.1122, -1.0811], [2.9567, 1.9474, -2.3696], [-0.8496, -0.2335, -2.1407], [-3.6728, -6.3372, -2.5991], [-2.1138, -4.6123, -1.8159], [-5.0383, -1.5914, -2.5686], [-6.6006, -3.3073, -3.4061], [-2.7390, -1.7053, -4.4429], [-0.8808, -0.0821, -5.4606], [-0.4594, 2.5626, -5.1385], [0.2360, 3.3241, -7.3789], [3.8643, 1.0775, -7.0010], [3.1425, 0.2987, -4.7763], [4.2352, 0.4569, 2.1968], [6.2304, 1.2580, 3.4224], [4.9216, 5.3000, 2.8633], [2.9275, 4.4812, 1.6507], [1.4381, 2.9005, 3.7268], [-1.1968, 2.5366, 4.1598], [-4.7545, -0.7557, 1.8874], [-4.2358, -2.9588, 0.4730], [-2.9029, 0.8825, 4.7861], [-4.7544, 1.9567, 6.0103], [-6.3515, 3.4096, 2.3065], [-4.4768, 2.3468, 1.0985], [4.2877, 2.5796, -0.7378], [3.4717, 2.2656, -3.2599], [-1.4224, -3.0560, 0.2655], [-0.1225, -3.0251, 0.0359], [0.5519, -2.0148, -0.1035], [0.4838, -4.3642, -0.0144], [1.8297, -4.4687, -0.3588], [2.4617, -5.7016, -0.4661], [1.7028, -6.8170, -0.2056], [2.0732, -8.1310, -0.2412], [0.9359, -8.8741, 0.1848], [-0.1505, -7.9770, 0.3465], [0.3645, -6.7183, 0.1498], [-0.2764, -5.5171, 0.2554], [2.3723, -3.5554, -0.5600], [3.5019, -5.7873, -0.7485], [1.1583, -9.3649, 1.1387], [0.6829, -9.6243, -0.5680], [-1.3188, -5.4481, 0.5315]],
  "forces_ev_per_angstrom": [[-0.318, 0.495, -0.149], [0.152, 0.177, 0.103], [-0.214, -0.244, -0.121], [0.071, -0.011, 0.042], [-0.110, 0.020, -0.025], [0.019, 0.036, -0.030], [0.023, -0.060, 0.028], [-0.026, 0.075, -0.020], [0.319, -0.130, 0.373], [-0.034, -0.072, 0.232], [0.056, 0.090, -0.156], [-0.156, -0.106, 0.064], [0.337, 0.169, -0.146], [-0.210, -0.212, 0.157], [0.072, 0.040, -0.117], [0.102, 0.007, 0.062], [-0.009, 0.001, -0.023], [0.089, 0.123, -0.335], [-0.094, -0.103, 0.255], [0.046, -0.031, 0.018], [-0.118, -0.029, -0.009], [-0.046, 0.140, -0.175], [0.299, 0.038, -0.145], [0.110, 0.177, 0.200], [0.079, -0.107, -0.234], [0.010, -0.156, -0.021], [0.023, 0.096, 0.019], [-0.011, -0.048, -0.005], [0.288, 0.089, 0.184], [-0.224, -0.081, -0.145], [-0.021, 0.061, -0.005], [0.000, -0.001, 0.013], [-0.208, 0.157, 0.248], [0.291, -0.102, -0.190], [-0.360, -0.179, -0.185], [0.226, 0.389, 0.243], [0.076, -0.279, 0.112], [-0.108, -0.340, -0.374], [0.128, 0.541, 0.653], [-0.092, -0.221, -0.116], [0.155, -0.011, 0.072], [-0.528, 0.924, -0.638], [-0.267, -0.677, 0.075], [-0.019, 0.022, -0.042], [-0.034, -0.027, -0.029], [0.056, -0.046, 0.067], [-0.329, 0.162, 0.139], [0.247, -0.095, -0.133], [0.010, -0.008, -0.020], [0.028, -0.015, 0.100], [-0.011, -0.101, -0.014], [-0.044, -0.078, 0.045], [0.149, -0.100, 0.021], [-0.030, 0.002, -0.040], [0.036, 0.023, 0.038], [0.023, 0.009, -0.009], [0.007, -0.026, -0.019], [0.032, -0.007, -0.025], [0.031, 0.028, 0.001], [-0.001, 0.002, 0.033], [0.004, 0.003, 0.007], [-0.006, 0.009, 0.001], [0.021, 0.023, 0.044], [-0.011, -0.001, 0.007], [0.011, 0.019, -0.012], [-0.006, -0.005, -0.007], [-0.023, -0.024, -0.002], [0.002, 0.005, -0.015], [-0.002, 0.026, 0.010], [0.009, -0.049, 0.007], [-0.049, 0.006, 0.018], [0.029, 0.017, -0.010], [-0.023, -0.012, -0.012], [-0.030, -0.032, 0.019], [0.010, -0.007, -0.003], [-0.003, 0.022, -0.018], [-0.016, 0.007, -0.044], [0.235, -0.554, 0.050], [-0.412, 0.569, 0.315], [0.056, 0.037, -0.272], [0.443, -0.674, 0.023], [-0.290, 0.264, 0.008], [0.183, -0.299, -0.041], [-0.238, 0.129, 0.101], [0.111, 0.101, -0.091], [-0.031, -0.344, 0.092], [-0.071, 0.123, -0.013], [0.185, -0.075, -0.012], [-0.101, 0.116, -0.019], [0.013, -0.006, 0.007], [-0.007, 0.021, 0.013], [0.008, 0.099, 0.002], [0.021, 0.084, -0.042], [0.008, 0.013, -0.016]],
  "mulliken_spin": [3.9810, 0.0003, 0.0057, -0.0021, 0.0279, 0.0449, 0.0119, -0.0003, 0.1886, -0.0377, 0.2021, -0.0927, 0.2355, -0.0790, -0.0947, -0.0100, 0.0099, -0.0085, -0.0001, 0.0047, -0.0115, 0.2604, -0.0326, -0.2077, 0.2583, 0.0592, 0.0428, 0.0005, 0.0025, 0.0003, 0.0004, 0.0196, -0.1194, 0.1690, -0.0495, 0.1976, 0.0385, -0.0036, 0.0664, 0.0035, 0.0358, -0.0131, -0.1271, -0.0068, 0.0114, 0.0005, 0.0003, 0.0001, 0.0014, -0.0068, 0.1864, -0.1709, -0.0320, 0.0002, -0.0030, -0.0026, -0.0001, 0.0182, -0.0141, -0.0079, 0.0004, -0.0002, -0.0032, -0.0086, 0.0000, -0.0006, -0.0012, 0.0171, -0.0075, 0.0003, 0.0028, -0.0006, 0.0001, -0.0001, -0.0019, 0.0214, -0.0144, 0.0074, -0.0090, 0.0335, 0.0081, 0.0042, -0.0003, 0.0005, 0.0001, 0.0000, 0.0000, 0.0003, -0.0015, 0.0015, 0.0001, 0.0000, 0.0000, -0.0007]
}